# 1
A 6-piece molecular cluster, C39H84BF9NO18P overall at a distorted geometry, computed with the ωB97M-V functional and the def2-TZVPD basis.

Geometry as ORCA input:
```
! wB97M-V def2-TZVPD RIJCOSX def2/J DEFGRID3
* xyz 0 1
C -4.161 2.357 -4.251
C -5.005 1.423 -3.377
C -4.275 0.057 -3.127
N -3.581 -0.052 -1.847
C -2.229 0.503 -1.809
O -1.987 1.304 -0.682
C -2.662 2.552 -0.712
B -1.679 3.714 -1.192
O -0.413 3.763 -0.665
O -2.195 4.618 -2.083
C -1.408 5.800 -2.299
C -0.410 5.541 -3.429
C -1.082 -0.594 -1.808
C -1.607 -2.009 -1.606
C -2.304 -2.402 -0.277
C -2.484 -1.336 0.801
O -1.559 -3.505 0.308
C -0.535 -0.552 -3.282
C 0.362 0.624 -3.668
C 0.117 0.907 -5.180
O 0.144 1.861 -2.984
O -0.040 -0.146 -0.942
C 0.710 -1.080 -0.253
P 1.840 -2.258 -1.259
O 3.040 -2.937 -0.341
O 2.402 -1.567 -2.668
C 1.551 -0.225 0.745
F 2.053 -1.000 1.698
F 0.686 0.586 1.372
C 2.696 0.593 0.105
F 3.830 -0.133 0.148
F 2.465 0.940 -1.149
C 2.955 1.916 0.888
F 2.021 2.782 0.566
F 3.005 1.712 2.188
C 4.301 2.597 0.500
F 4.303 3.776 1.128
F 5.338 1.951 0.946
F 4.393 2.858 -0.773
H -4.714 3.255 -4.521
H -3.884 1.852 -5.179
H -3.238 2.671 -3.764
H -5.908 1.222 -3.959
H -5.348 1.917 -2.468
H -5.019 -0.739 -3.201
H -3.596 -0.074 -3.966
H -4.133 0.319 -1.086
H -2.125 1.134 -2.697
H -2.920 2.801 0.328
H -3.606 2.559 -1.260
H 0.265 3.551 -1.323
H -0.926 6.150 -1.389
H -2.073 6.588 -2.650
H -0.971 5.205 -4.301
H 0.110 6.470 -3.663
H 0.306 4.759 -3.185
H -0.839 -2.758 -1.798
H -2.330 -2.168 -2.405
H -3.292 -2.800 -0.509
H -1.684 -0.608 0.880
H -3.441 -0.836 0.696
H -2.526 -1.843 1.766
H -2.082 -4.298 0.150
H -1.418 -0.526 -3.926
H -0.089 -1.530 -3.462
H 1.427 0.429 -3.617
H 0.153 -0.053 -5.690
H 0.924 1.553 -5.521
H -0.841 1.412 -5.318
H -0.436 2.430 -3.505
H 0.161 -1.742 0.422
H 3.929 -2.635 -0.592
H 3.376 -1.499 -2.676
C 5.283 6.505 0.683
O 5.211 7.832 0.183
C 4.225 8.618 0.834
C 4.827 9.511 1.900
O 5.386 8.759 2.967
C 6.793 8.618 2.871
H 6.232 6.076 0.358
H 5.242 6.475 1.774
H 4.467 5.909 0.273
H 3.444 7.980 1.260
H 3.762 9.250 0.069
H 4.031 10.129 2.328
H 5.576 10.181 1.466
H 7.286 9.541 3.193
H 7.110 8.373 1.855
H 7.094 7.810 3.536
C -0.257 -3.273 5.481
O -0.640 -2.520 6.624
C -1.037 -1.194 6.309
C -2.545 -1.057 6.246
O -3.098 -1.817 5.181
C -3.639 -3.055 5.608
H -0.259 -4.325 5.758
H -0.943 -3.128 4.644
H 0.755 -2.991 5.173
H -0.580 -0.868 5.370
H -0.661 -0.547 7.108
H -2.792 -0.008 6.052
H -3.003 -1.338 7.199
H -4.619 -2.898 6.072
H -2.982 -3.567 6.314
H -3.765 -3.685 4.728
C 6.634 -1.631 -6.656
O 7.664 -2.089 -5.795
C 7.828 -1.281 -4.640
C 7.142 -1.881 -3.431
O 5.729 -1.924 -3.591
C 5.247 -3.202 -3.986
H 6.378 -2.444 -7.333
H 5.737 -1.341 -6.103
H 6.988 -0.779 -7.245
H 7.465 -0.265 -4.826
H 8.902 -1.223 -4.439
H 7.345 -1.246 -2.563
H 7.535 -2.879 -3.216
H 5.221 -3.869 -3.117
H 5.855 -3.654 -4.770
H 4.232 -3.071 -4.360
C 3.831 -7.031 8.008
O 3.431 -6.257 9.126
C 3.015 -4.944 8.774
C 1.506 -4.830 8.698
O 0.967 -5.622 7.650
C 0.439 -6.857 8.102
H 3.842 -8.077 8.313
H 3.144 -6.920 7.167
H 4.840 -6.744 7.693
H 3.473 -4.636 7.829
H 3.377 -4.272 9.558
H 1.245 -3.790 8.476
H 1.048 -5.093 9.656
H -0.543 -6.699 8.562
H 1.101 -7.345 8.821
H 0.320 -7.508 7.237
C -10.261 -3.710 -3.695
O -10.447 -2.717 -2.700
C -9.269 -2.447 -1.954
C -8.560 -1.204 -2.451
O -8.066 -1.376 -3.774
C -8.913 -0.790 -4.750
H -11.093 -3.641 -4.395
H -9.328 -3.568 -4.245
H -10.265 -4.705 -3.238
H -8.595 -3.309 -1.972
H -9.578 -2.282 -0.918
H -7.692 -1.014 -1.812
H -9.215 -0.329 -2.393
H -8.760 0.295 -4.777
H -9.966 -1.002 -4.559
H -8.642 -1.205 -5.720
*
```

The calculated total energy is -114567.22348 eV. As for the strongest force on any atom: 0.09686 hartree/bohr. Its SMILES is CCCN[C@@H](OCB(O)OCC)[C@@](C[C@H](C)O)(C[C@@H](C)O)O[C@@H](P(O)O)C(F)(F)C(F)(F)C(F)(F)C(F)(F)F.COCCOC.COCCOC.COCCOC.COCCOC.COCCOC. The value obtained for the HOMO energy is -7.5 eV. The LUMO energy is 0.48 eV. The calculation puts the frontier orbital gap at 0.291 hartree.

Löwdin atomic charge list, values in e, 99 entries: -0.11, -0.22, -0.19, 0.02, -0.28, -0.09, -0.06, -0.62, 0.17, 0.07, -0.22, -0.06, -0.33, -0.09, -0.36, -0.02, -0.07, -0.07, -0.38, -0.03, -0.04, -0.05, -0.31, 0.95, -0.27, -0.29, -0.45, 0.15, 0.15, -0.37, 0.14, 0.18, -0.40, 0.19, 0.20, -0.60, 0.16, 0.22, 0.22, 0.07, 0.07, 0.05, 0.09, 0.10, 0.10, 0.10, 0.12, 0.12, 0.13, 0.10, 0.09, 0.12, 0.12, 0.08, 0.08, 0.06, 0.09, 0.12, 0.13, 0.07, 0.07, 0.08, 0.09, 0.11, 0.11, 0.12, 0.09, 0.08, 0.08, 0.07, 0.12, 0.05, 0.04, -0.11, -0.19, -0.21, -0.21, -0.19, -0.11, 0.09, 0.09, 0.07, 0.13, 0.12, 0.12, 0.13, 0.09, 0.08, 0.09, -0.10, -0.20, -0.20, -0.20, -0.20, -0.11, 0.08, 0.08, 0.09, 0.13

***

# 2
A 7-piece molecular cluster, C39H85ClN3O10P4 overall at a distorted geometry, computed with the ωB97M-V functional and the def2-TZVPD basis.

Geometry as ORCA input:
```
! wB97M-V def2-TZVPD RIJCOSX def2/J DEFGRID3
* xyz 1 1
C 2.896 -1.403 3.560
C 3.632 -2.133 2.446
C 2.796 -2.363 1.187
N 1.796 -1.319 0.958
C 1.153 -1.305 -0.289
C 0.094 -0.175 -0.274
P 0.868 1.450 0.211
N 2.437 1.312 -0.469
O 1.105 1.458 1.836
C -1.087 -0.511 0.643
C -2.241 0.443 0.364
C -3.241 0.446 1.524
C -3.387 1.804 2.213
Cl -4.858 -0.119 0.983
C -1.590 -1.966 0.582
C -0.494 -3.023 0.503
P -1.083 -4.758 0.228
C -1.859 -5.381 1.777
C -0.731 -5.879 2.692
C -2.227 -4.849 -1.209
C -3.674 -4.360 -0.973
N 0.355 -2.580 -0.660
P 1.239 -3.885 -1.567
P 1.525 -2.663 -3.340
O 0.767 -1.415 -3.212
O 3.090 -2.371 -3.513
O 1.127 -3.528 -4.574
H 3.585 -1.169 4.357
H 2.441 -0.491 3.186
H 2.102 -2.035 3.958
H 3.896 -3.116 2.820
H 4.573 -1.666 2.182
H 3.432 -2.431 0.308
H 2.291 -3.332 1.305
H 1.143 -1.268 1.728
H 1.834 -1.103 -1.100
H -0.274 -0.048 -1.295
H 2.395 1.105 -1.464
H 2.942 2.186 -0.378
H 0.865 2.368 2.085
H -0.790 -0.324 1.675
H -2.728 0.176 -0.569
H -1.857 1.451 0.275
H -2.922 -0.251 2.285
H -3.546 1.647 3.274
H -2.490 2.400 2.101
H -4.259 2.323 1.845
H -2.239 -2.082 -0.286
H -2.192 -2.170 1.461
H 0.060 -3.043 1.433
H -2.347 -4.573 2.311
H -2.554 -6.181 1.561
H -0.169 -5.032 3.069
H -0.028 -6.469 2.120
H -1.124 -6.451 3.522
H -1.770 -4.312 -2.034
H -2.218 -5.891 -1.496
H -3.933 -4.336 0.073
H -4.345 -5.011 -1.517
H -3.803 -3.384 -1.424
H -0.320 -2.254 -1.362
H 2.501 -4.061 -0.986
H 3.288 -1.658 -2.877
H 1.251 -2.967 -5.365
C -0.354 6.784 3.417
C 0.982 6.953 2.700
C 1.611 5.582 2.886
O 0.526 4.639 2.935
C -0.714 5.347 3.073
H -1.115 7.495 3.102
H -0.214 6.888 4.495
H 0.813 7.149 1.639
H 1.600 7.756 3.097
H 2.161 5.520 3.829
H 2.286 5.314 2.073
H -1.250 5.289 2.119
H -1.319 4.865 3.841
C -6.531 -0.519 -2.184
C -7.744 -0.736 -3.080
C -7.474 -2.127 -3.637
O -6.743 -2.832 -2.626
C -6.307 -1.915 -1.621
H -6.684 0.231 -1.411
H -5.671 -0.216 -2.787
H -8.655 -0.742 -2.477
H -7.857 0.016 -3.859
H -6.856 -2.080 -4.540
H -8.386 -2.676 -3.872
H -6.908 -2.080 -0.719
H -5.261 -2.109 -1.379
C -11.282 1.330 -0.236
C -9.817 1.563 0.121
C -9.354 2.435 -1.038
O -10.487 3.195 -1.454
C -11.669 2.673 -0.841
H -11.904 1.054 0.613
H -11.363 0.541 -0.988
H -9.745 2.115 1.060
H -9.236 0.646 0.220
H -9.020 1.823 -1.885
H -8.546 3.113 -0.760
H -11.997 3.376 -0.068
H -12.457 2.590 -1.590
C 5.953 -5.949 -5.127
C 5.038 -4.751 -4.888
C 5.498 -4.283 -3.515
O 6.879 -4.607 -3.416
C 7.254 -5.478 -4.490
H 6.068 -6.213 -6.177
H 5.569 -6.823 -4.596
H 5.234 -3.976 -5.633
H 3.976 -4.993 -4.922
H 4.963 -4.812 -2.713
H 5.371 -3.213 -3.368
H 7.862 -4.908 -5.200
H 7.856 -6.297 -4.099
C 3.678 11.788 2.570
C 2.409 11.626 1.739
C 2.635 10.268 1.092
O 3.417 9.501 2.014
C 3.921 10.363 3.042
H 3.578 12.494 3.393
H 4.501 12.120 1.934
H 1.536 11.592 2.395
H 2.255 12.421 1.011
H 3.198 10.361 0.158
H 1.704 9.738 0.884
H 3.374 10.153 3.968
H 4.977 10.144 3.207
C 9.756 -3.324 0.165
C 8.537 -3.118 -0.728
C 7.403 -3.539 0.192
O 7.818 -3.224 1.523
C 9.215 -2.902 1.525
H 10.628 -2.749 -0.141
H 10.032 -4.380 0.181
H 8.439 -2.060 -0.986
H 8.561 -3.691 -1.653
H 7.223 -4.618 0.132
H 6.466 -3.018 -0.024
H 9.320 -1.823 1.677
H 9.701 -3.416 2.355
*
```

The calculated total energy is -116438.80460 eV. As for the strongest force on any atom: 0.04597 hartree/bohr. The value obtained for the HOMO energy is -10.3 eV. The LUMO energy is -2.50 eV. The calculation puts the frontier orbital gap at 0.286 hartree.

Löwdin atomic charge list, values in e, 99 entries: -0.09, -0.22, -0.22, -0.01, -0.37, -0.34, 0.86, -0.16, -0.28, -0.33, -0.21, -0.70, -0.10, 0.66, -0.13, -0.44, 0.96, -0.39, -0.17, -0.39, -0.13, -0.25, 0.94, 0.23, -0.29, -0.16, -0.12, 0.08, 0.05, 0.08, 0.11, 0.11, 0.10, 0.10, 0.10, 0.09, 0.12, 0.04, 0.04, 0.02, 0.13, 0.11, 0.08, 0.08, 0.08, 0.07, 0.07, 0.11, 0.12, 0.11, 0.07, 0.09, 0.06, 0.05, 0.07, 0.05, 0.07, 0.07, 0.08, 0.04, 0.11, -0.06, 0.09, 0.12, -0.16, -0.17, -0.19, -0.18, -0.21, 0.12, 0.12, 0.12, 0.11, 0.12, 0.12, 0.12, 0.12, -0.19, -0.17, -0.19, -0.14, -0.24, 0.08, 0.12, 0.11, 0.12, 0.12, 0.12, 0.12, 0.07, -0.17, -0.17, -0.21, -0.14, -0.20, 0.11, 0.11, 0.11, 0.10